{
  "formula": "C21H56LiN3O9",
  "method": "the ωB97M-V functional and the def2-TZVPD basis",
  "elements": ["Li", "C", "O", "H", "H", "H", "C", "O", "H", "H", "H", "H", "C", "O", "H", "H", "H", "H", "C", "O", "C", "C", "N", "C", "C", "O", "C", "H", "H", "H", "H", "H", "H", "H", "H", "H", "H", "H", "H", "H", "H", "H", "C", "O", "C", "C", "N", "C", "C", "O", "C", "H", "H", "H", "H", "H", "H", "H", "H", "H", "H", "H", "H", "H", "H", "H", "C", "O", "C", "C", "N", "C", "C", "O", "C", "H", "H", "H", "H", "H", "H", "H", "H", "H", "H", "H", "H", "H", "H", "H"],
  "coordinates": [[0.785, -3.186, -1.841], [2.130, -1.540, -2.570], [1.281, -2.303, -3.460], [3.027, -2.146, -2.450], [1.567, -1.318, -1.800], [2.470, -0.619, -2.962], [0.788, -5.879, -2.945], [-0.178, -4.947, -2.519], [1.123, -6.533, -2.218], [1.653, -5.325, -3.114], [0.512, -6.572, -3.725], [-1.143, -5.390, -2.466], [-0.892, -0.771, -4.585], [0.491, -0.674, -4.441], [-1.192, -1.750, -4.994], [-1.385, 0.096, -5.106], [-1.440, -0.465, -3.681], [0.707, -1.314, -3.976], [1.764, 0.321, -1.251], [1.411, 1.206, -0.192], [0.283, 2.066, -0.506], [-0.065, 2.893, 0.635], [-1.254, 3.710, 0.273], [-1.718, 4.664, 1.242], [-2.861, 5.572, 0.851], [-3.068, 6.551, 1.938], [-4.179, 7.343, 1.744], [1.063, -0.314, -1.608], [2.585, -0.330, -0.781], [2.297, 0.767, -2.167], [-0.657, 1.646, -1.070], [0.465, 2.819, -1.421], [0.467, 3.849, 1.075], [-0.361, 2.139, 1.425], [-2.153, 3.149, 0.145], [-0.989, 5.247, 1.595], [-1.943, 4.083, 2.047], [-3.881, 4.857, 0.619], [-2.543, 6.040, -0.011], [-5.101, 6.744, 1.843], [-4.220, 7.980, 0.764], [-4.302, 8.021, 2.574], [2.541, -4.715, 0.294], [1.569, -3.718, -0.063], [0.751, -3.332, 0.925], [-0.118, -2.095, 0.429], [-0.873, -2.534, -0.696], [-1.610, -1.379, -1.226], [-2.498, -2.006, -2.335], [-3.262, -0.830, -2.870], [-4.031, -1.125, -3.966], [3.136, -4.241, 1.022], [2.964, -4.921, -0.466], [1.958, -5.590, 0.600], [1.138, -2.859, 1.892], [0.347, -4.154, 1.365], [0.353, -1.261, 0.218], [-0.646, -1.679, 1.297], [-1.822, -3.067, -0.358], [-0.859, -0.754, -1.409], [-2.295, -0.948, -0.200], [-3.096, -2.904, -1.879], [-1.765, -2.322, -3.083], [-3.214, -1.027, -4.939], [-4.798, -0.421, -3.920], [-4.456, -2.105, -3.903], [-0.022, 3.750, 6.335], [-0.124, 3.122, 5.192], [1.002, 2.315, 4.799], [0.634, 1.568, 3.505], [1.721, 0.757, 3.157], [1.541, -0.072, 1.999], [2.844, -0.573, 1.442], [2.557, -1.366, 0.297], [3.534, -2.331, -0.030], [0.859, 4.439, 6.093], [0.043, 2.926, 7.035], [-0.938, 4.316, 6.703], [1.209, 1.692, 5.549], [1.879, 3.027, 4.676], [0.425, 2.484, 2.742], [-0.406, 1.047, 3.574], [2.524, 1.313, 3.060], [0.964, 0.517, 1.335], [0.733, -0.723, 1.891], [3.340, -1.112, 2.156], [3.502, 0.392, 1.201], [4.506, -2.013, -0.323], [3.262, -2.910, -0.867], [3.679, -2.935, 0.870]],
  "forces_ev_per_a": [[-0.54, -0.27, -0.88], [2.07, -5.28, -6.29], [2.57, -4.23, 3.85], [0.26, 0.21, 0.54], [-0.78, -1.80, 3.33], [0.21, 0.48, -1.18], [-0.84, -0.19, -0.36], [-3.76, -1.52, 0.30], [0.17, -1.45, 2.42], [1.36, 1.13, -1.30], [-0.29, 0.50, -0.90], [3.54, 1.52, -0.15], [-0.41, 2.03, 0.15], [-6.00, 14.40, -9.88], [-0.16, 0.36, 0.02], [1.06, -0.81, -1.09], [0.58, -1.07, 0.33], [3.28, -9.74, 6.42], [4.84, 4.80, 0.94], [-1.95, 1.87, -2.72], [1.24, 1.44, -5.03], [-3.24, 2.18, 2.67], [-2.60, -0.96, -2.29], [-1.46, -1.03, -0.92], [-2.68, -2.29, 1.95], [1.01, -1.74, -1.55], [-1.71, 0.91, -1.14], [-3.59, 0.90, 0.08], [-1.79, 2.24, -1.72], [-1.47, 0.69, 1.48], [1.39, -0.45, 1.87], [0.70, -1.37, 1.70], [0.77, -2.74, -0.88], [0.38, 1.27, -0.58], [1.99, 0.24, -0.32], [3.32, 2.59, 0.93], [-1.40, -1.22, 3.02], [2.48, 2.24, 0.68], [0.07, 1.39, -2.12], [0.08, -0.05, -0.64], [0.30, -1.27, 1.48], [0.57, 0.46, 0.30], [-8.01, 1.76, 8.67], [1.02, -1.01, -1.79], [-0.30, 5.41, 2.13], [-2.15, -6.08, 2.58], [-4.56, -1.13, 0.87], [-4.70, -3.10, 3.64], [-0.09, 2.57, 0.64], [1.04, -2.48, 3.06], [3.44, -0.27, -2.89], [0.60, -1.11, 1.11], [6.04, -2.65, -9.81], [0.36, -0.08, 0.51], [1.21, -0.44, -1.15], [-2.71, -2.47, 0.76], [3.33, 3.32, -1.83], [-1.12, -0.79, 0.13], [3.69, 0.48, -0.57], [2.13, 3.45, -1.83], [1.63, -0.65, -3.21], [0.48, 1.84, -1.06], [-0.57, -0.47, -0.06], [-3.07, -0.36, 2.09], [-1.31, 1.29, -0.85], [-0.25, -0.83, -0.27], [0.88, 2.15, 2.41], [-1.80, -2.54, -5.56], [-1.63, 3.44, -2.33], [-2.26, 3.61, -0.27], [-0.22, -2.44, 1.18], [-0.14, 1.36, -0.26], [-0.62, 3.14, -2.08], [1.52, -1.56, 1.79], [1.10, 0.42, 1.76], [-0.64, -0.24, 2.09], [1.13, 0.43, 1.55], [0.94, -0.41, -1.20], [1.00, -2.78, 3.11], [-0.61, -0.84, -0.21], [0.64, -2.31, 2.04], [1.99, 0.48, 0.18], [1.23, 0.74, -0.30], [0.96, 1.03, -1.06], [-0.55, -2.51, 2.47], [1.46, -1.62, 1.88], [-1.04, -1.97, 0.07], [1.00, 1.51, 0.04], [-0.52, -0.28, -0.30], [0.49, 0.66, -0.41]],
  "mulliken_charge": [0.593, 0.390, -0.991, 0.553, -1.462, 0.656, -0.880, -0.454, 0.365, 0.345, 0.351, 0.266, -0.848, -0.576, 0.291, 0.353, 0.258, 0.476, 0.312, -0.351, -0.482, 0.142, -0.311, -1.196, -0.466, -0.260, -0.723, -0.912, 0.950, 0.022, -0.027, 0.246, 0.368, -0.005, 0.266, 0.639, 0.564, 0.224, 0.398, 0.311, 0.237, 0.278, -1.627, 0.345, -1.209, -0.964, -0.118, 0.876, -0.724, -0.350, -0.690, 0.364, 0.694, 0.255, 0.229, 1.012, -0.320, 1.197, 0.340, -1.428, 0.190, 0.417, 0.403, 0.212, 0.259, 0.310, -0.676, -0.261, -1.101, -0.035, -0.274, 1.401, -1.163, 0.610, -0.988, 0.286, 0.296, 0.180, 0.731, 0.377, -0.309, 0.255, 0.345, -0.407, -0.087, 0.519, 0.116, 0.222, 0.098, 0.282],
  "charge": 0,
  "energy_ev": -45764.857,
  "homo_ev": -7.0,
  "homo_lumo_gap_ha": 0.2529,
  "fmax_ev_per_a": 18.46
}